{"formula": "C26H46N2O8P3Re", "method": "ωB97M-V with the def2-TZVPD basis set", "elements": ["Re", "C", "C", "O", "P", "O", "O", "O", "P", "O", "O", "O", "H", "H", "H", "H", "H", "H", "H", "C", "C", "C", "C", "C", "C", "P", "C", "C", "C", "C", "C", "C", "C", "C", "C", "C", "C", "C", "H", "H", "H", "H", "H", "H", "H", "H", "H", "H", "H", "H", "H", "H", "H", "H", "H", "H", "H", "H", "H", "H", "H", "H", "H", "H", "H", "H", "H", "H", "H", "H", "H", "N", "C", "O", "C", "C", "C", "C", "N", "C", "H", "H", "H", "H", "H", "H"], "positions_angstrom": [[-1.07389, -0.64280, -0.87058], [-5.17473, -2.43968, -1.57498], [-3.83038, -1.75259, -1.44152], [-3.01933, -1.83669, -2.61577], [-3.94337, 0.09402, -1.39579], [-4.68332, 0.59604, -0.13877], [-4.76487, 0.61282, -2.59921], [-2.46163, 0.58290, -1.49783], [-2.78549, -2.24274, 0.04785], [-3.47100, -3.23771, 1.00244], [-2.47650, -0.93986, 0.75961], [-1.36551, -2.56042, -0.60158], [-5.70684, -2.07386, -2.45317], [-5.79172, -2.27114, -0.69056], [-5.03692, -3.51773, -1.68561], [-3.07199, -2.71857, -3.01509], [-5.48841, 1.13296, -0.23835], [-4.39257, 0.70764, -3.48802], [-3.64129, -4.17767, 0.83291], [-1.77198, 2.76961, 4.01195], [-2.04116, 3.21217, 2.56293], [-1.71929, 2.09361, 1.56071], [-0.46532, 1.35197, 2.05828], [-0.82777, 0.53040, 3.31488], [-1.89861, 1.25786, 4.14686], [0.38112, 0.40725, 0.74982], [1.39142, 1.52290, -0.29218], [2.44816, 2.37799, 0.47885], [2.39704, 3.85090, 0.07394], [2.44625, 4.02229, -1.44119], [1.36694, 3.17585, -2.15876], [0.49574, 2.42597, -1.15302], [1.40032, -1.01674, 1.30973], [0.70687, -2.15525, 2.06847], [1.60419, -3.39988, 1.98087], [3.09439, -3.02641, 2.04638], [3.28350, -1.74713, 2.85009], [2.62626, -0.54515, 2.14277], [-2.46514, 3.26878, 4.68704], [-0.77127, 3.07964, 4.32544], [-1.43769, 4.09052, 2.32416], [-3.08344, 3.50934, 2.43780], [-1.60347, 2.51380, 0.55840], [-2.53395, 1.36928, 1.51787], [0.28552, 2.10866, 2.32248], [0.07140, 0.37838, 3.91555], [-1.19922, -0.45418, 3.02760], [-1.80242, 0.95231, 5.18803], [-2.89598, 0.94400, 3.82801], [1.91528, 0.83900, -0.97017], [3.43575, 1.97798, 0.24488], [2.33423, 2.29138, 1.56014], [3.24218, 4.36312, 0.53353], [1.50392, 4.32729, 0.48656], [3.43652, 3.74032, -1.80207], [2.31766, 5.07476, -1.68912], [1.83950, 2.44513, -2.82250], [0.73680, 3.80616, -2.78677], [-0.28057, 1.84575, -1.67974], [-0.04278, 3.13400, -0.52183], [1.79630, -1.42221, 0.36950], [-0.29668, -2.37698, 1.69682], [0.58596, -1.85352, 3.10820], [1.39152, -3.94567, 1.05672], [1.34774, -4.06913, 2.80278], [3.50537, -2.88656, 1.04060], [3.66357, -3.84170, 2.48997], [4.34115, -1.52901, 2.99184], [2.85984, -1.87374, 3.84827], [3.34658, -0.06007, 1.48596], [2.31026, 0.19061, 2.88640], [3.53526, -3.52905, -2.73584], [3.55031, -2.34956, -3.39890], [4.53164, -1.81481, -3.84963], [2.23256, -1.60377, -3.50492], [2.01896, -0.82098, -4.63865], [0.87276, -0.04987, -4.72113], [0.00208, -0.02881, -3.64927], [0.23166, -0.73201, -2.52404], [1.31891, -1.53564, -2.47561], [4.40997, -4.03444, -2.70674], [2.69543, -4.07736, -2.66198], [2.76273, -0.82630, -5.42615], [0.66081, 0.55193, -5.59363], [-0.88380, 0.59256, -3.65907], [1.46799, -2.10245, -1.56416]], "atomic_forces_ev_per_a": [[0.699, 0.105, -0.430], [-0.077, 0.017, 0.139], [-0.039, -0.034, -0.037], [0.067, -0.048, 0.035], [0.123, 0.100, -0.027], [-0.011, -0.127, -0.044], [-0.047, 0.003, 0.059], [-0.181, -0.178, -0.025], [-0.395, 0.396, 0.071], [0.350, -0.227, -0.245], [-0.076, 0.131, 0.257], [-0.226, 0.004, 0.073], [0.003, 0.012, 0.006], [-0.009, -0.019, -0.013], [0.006, -0.002, -0.010], [-0.030, 0.015, -0.024], [0.009, 0.068, 0.010], [0.022, -0.047, -0.047], [0.002, -0.037, 0.001], [-0.023, 0.030, 0.014], [0.034, 0.036, -0.027], [0.000, 0.030, -0.060], [0.034, -0.059, -0.037], [0.058, -0.051, -0.009], [-0.008, -0.027, 0.047], [-0.146, -0.074, 0.243], [0.016, 0.024, 0.071], [0.022, -0.085, 0.019], [0.011, 0.004, 0.053], [0.002, 0.017, -0.011], [-0.062, -0.022, -0.056], [-0.008, -0.001, -0.032], [0.063, 0.064, 0.009], [-0.133, -0.023, -0.003], [-0.038, -0.029, -0.009], [0.029, -0.029, 0.001], [0.019, 0.035, 0.007], [-0.026, 0.101, 0.020], [0.026, 0.011, 0.006], [-0.001, -0.006, -0.004], [-0.028, 0.019, 0.007], [-0.001, -0.024, 0.009], [-0.015, -0.046, 0.074], [-0.021, 0.018, -0.009], [0.014, -0.012, -0.011], [-0.004, -0.007, -0.002], [-0.010, 0.020, 0.011], [-0.011, 0.000, -0.004], [0.006, 0.001, -0.011], [0.006, -0.031, 0.006], [0.005, -0.010, 0.026], [-0.012, -0.014, 0.020], [-0.002, -0.004, 0.000], [-0.011, -0.002, 0.000], [-0.009, -0.001, 0.002], [0.022, -0.011, -0.007], [-0.005, -0.002, -0.014], [-0.002, -0.001, 0.012], [0.011, 0.011, -0.013], [0.017, -0.024, -0.050], [-0.010, 0.007, -0.049], [0.076, 0.000, 0.024], [-0.002, 0.006, -0.010], [0.000, -0.005, -0.002], [-0.004, 0.003, -0.010], [-0.004, -0.003, 0.004], [0.000, 0.004, -0.014], [-0.003, 0.006, 0.011], [-0.011, -0.002, -0.010], [0.013, 0.036, -0.034], [0.021, 0.028, -0.007], [-0.011, -0.070, 0.137], [0.030, 0.077, -0.014], [-0.048, 0.019, 0.004], [-0.040, 0.032, 0.012], [-0.002, -0.027, 0.011], [-0.042, 0.009, 0.037], [0.006, 0.110, -0.020], [-0.071, -0.103, -0.015], [0.129, 0.012, 0.008], [-0.002, -0.019, -0.021], [-0.004, -0.017, -0.049], [-0.005, 0.006, -0.009], [-0.014, -0.001, 0.000], [-0.009, -0.014, -0.017], [-0.001, -0.052, -0.003]], "mulliken_charge": [2.13, -1.53, 0.69, -0.50, 0.79, -0.45, -0.49, -0.75, 0.68, -0.54, -0.42, -0.71, 0.44, 0.43, 0.49, 0.36, 0.39, 0.40, 0.41, -0.73, -1.05, -0.79, 0.94, -0.78, -0.96, -1.88, 0.55, -0.76, -1.00, -0.87, -0.80, -0.47, 1.11, -0.41, -0.84, -0.59, -0.89, -0.70, 0.50, 0.29, 0.32, 0.46, 0.38, 0.23, 1.51, 0.39, -0.04, 0.53, 0.30, 0.72, 0.35, 0.40, 0.51, 0.31, 0.40, 0.37, 0.19, 0.52, -0.10, 0.47, -0.28, -0.31, 0.53, 0.24, 0.50, 0.18, 0.51, 0.51, 0.39, 0.28, 0.24, -0.33, 0.25, -0.54, 0.14, -0.43, -1.00, -0.14, 0.03, -0.01, 0.26, 0.22, 0.55, 0.49, 0.54, 0.33], "total_charge": 3, "largest_force_ha_per_bohr": 0.0161, "lumo_energy_ev": [-10.7, -10.7], "relative_energy_ev": 0.389, "gap_ev": [6.6, 6.7], "homo_energy_ev": [-17.36, -17.36], "multiplicity": 2, "total_energy_ha": -2831.35773}

{"formula": "C17H23O2Y", "method": "ωB97M-V with the def2-TZVPD basis set", "elements": ["Y", "C", "C", "C", "H", "C", "C", "H", "H", "H", "H", "C", "C", "C", "H", "C", "C", "H", "H", "H", "H", "O", "C", "C", "C", "C", "C", "H", "H", "H", "H", "H", "H", "H", "H", "H", "H", "C", "C", "O", "H", "H", "H"], "positions_angstrom": [[0.72578, -0.41986, 0.27830], [1.52460, -1.22586, 2.58312], [1.15005, 0.16637, 2.68357], [-0.26592, 0.24481, 2.56704], [1.83791, 0.98758, 2.87028], [-0.78151, -1.07554, 2.39878], [0.31532, -1.97925, 2.42813], [0.26270, -3.06626, 2.38524], [2.53816, -1.61472, 2.65582], [-0.86371, 1.14881, 2.71928], [-1.84122, -1.33890, 2.36095], [1.29259, -1.99062, -1.78099], [0.94132, -2.92089, -0.74790], [-0.47351, -2.80102, -0.52170], [1.62546, -3.63543, -0.26306], [-0.98425, -1.81777, -1.41163], [0.10662, -1.32403, -2.19741], [0.02122, -0.65357, -3.04100], [2.28904, -1.88628, -2.21376], [-1.05993, -3.41704, 0.16156], [-2.03262, -1.60447, -1.57667], [0.37057, 1.64706, 0.09954], [-2.77745, 2.01086, -1.01636], [-1.74212, 3.00865, -0.55049], [-3.44217, 1.21239, 0.04128], [-2.69957, 1.51956, -2.39982], [-0.23930, 2.86965, -0.13433], [-2.22555, 3.51829, 0.28984], [-1.72445, 3.72561, -1.37866], [0.34910, 3.40572, -0.89940], [-0.10930, 3.49361, 0.77573], [-4.54082, 1.30883, 0.13899], [-3.04080, 1.48351, 1.02659], [-3.20648, 0.14196, -0.08816], [-3.46672, 1.87576, -3.10341], [-2.71926, 0.42572, -2.41084], [-1.74231, 1.82044, -2.83270], [4.83031, -0.80690, -0.01441], [3.44564, -0.36523, 0.10346], [2.89080, 0.71997, 0.12073], [4.92593, -1.38409, -0.94579], [5.01642, -1.46172, 0.84785], [5.51944, 0.05425, -0.00756]], "atomic_forces_ev_per_a": [[0.915, 0.983, -0.933], [-1.026, 0.463, 0.738], [-0.276, -1.009, 0.853], [0.143, -0.286, 1.059], [-0.249, -0.149, -0.331], [0.388, 0.347, 0.425], [0.696, 0.390, 0.405], [-0.020, 0.339, -0.225], [-0.380, 0.068, -0.145], [0.305, -0.402, -0.505], [0.443, 0.113, -0.242], [-0.596, -0.753, -0.151], [-0.587, 0.103, -0.396], [0.798, -0.081, -0.709], [-0.415, 0.647, -0.143], [0.721, -0.380, -0.145], [0.028, -0.768, 0.284], [-0.007, 0.213, 0.225], [-0.405, 0.122, 0.246], [0.196, 0.369, -0.123], [0.152, 0.293, 0.224], [-1.057, -0.536, -0.641], [0.744, 0.850, 1.016], [-1.339, 0.085, -0.450], [0.343, -0.055, -0.023], [0.420, -0.028, 0.219], [1.032, -0.305, 0.217], [0.066, 0.346, 0.220], [0.265, 0.602, 0.030], [0.059, 0.019, -0.174], [-0.137, 0.031, 0.018], [-0.256, -0.198, -0.090], [-0.046, -0.021, 0.012], [-0.317, -0.597, 0.191], [-0.439, -0.050, -0.362], [-0.107, -0.574, -0.396], [0.160, -0.052, -0.279], [1.304, 1.166, -0.031], [-3.973, -3.529, 0.424], [1.723, 1.927, -0.207], [-0.014, 0.115, 0.349], [0.053, 0.115, -0.364], [0.691, 0.071, -0.093]], "mulliken_charge": [0.58, -0.23, -0.57, -0.47, 0.32, -0.64, -0.46, 0.47, 0.42, 0.45, 0.34, -0.72, -0.40, -0.67, 0.26, -0.37, -0.56, 0.42, 0.50, 0.40, 0.51, -0.28, 0.31, -1.00, -0.64, -1.00, -1.03, 0.32, 0.36, 0.25, 0.24, 0.30, 0.13, -0.15, 0.22, 0.06, 0.27, -1.71, 1.71, -0.81, 0.26, 0.23, 0.40], "total_charge": -2, "largest_force_ha_per_bohr": 0.1037, "lumo_energy_ev": [5.0, 5.0], "relative_energy_ev": 0.000, "gap_ev": [2.6, 2.6], "homo_energy_ev": [2.45, 2.45], "total_energy_ha": -850.24593}

{"formula": "C24H48N3O10PPdS", "method": "ωB97M-V with the def2-TZVPD basis set", "elements": ["C", "C", "O", "C", "C", "C", "C", "C", "O", "C", "N", "O", "S", "O", "O", "C", "C", "O", "C", "C", "O", "P", "N", "O", "C", "C", "C", "C", "C", "C", "N", "C", "C", "C", "C", "O", "O", "C", "C", "H", "H", "H", "H", "H", "H", "H", "H", "H", "H", "H", "H", "H", "H", "H", "H", "H", "H", "H", "H", "H", "H", "H", "H", "H", "H", "H", "H", "H", "H", "H", "H", "H", "H", "H", "H", "H", "H", "H", "H", "H", "H", "H", "H", "H", "H", "H", "H", "Pd"], "positions_angstrom": [[-2.63812, 3.82274, -1.61637], [-2.19402, 2.81308, -2.69537], [-2.25253, 1.45005, -2.28640], [-1.32999, 1.15309, -1.26569], [-0.93201, -0.34372, -1.27882], [0.19754, -0.50017, -2.34363], [0.41829, 0.49458, -3.47802], [-0.48622, 0.48702, -4.70872], [1.74186, 0.14319, -3.96008], [-2.21841, -1.12704, -1.71704], [-2.27724, -1.37367, -3.13231], [-2.34303, -2.50036, -1.10430], [-2.60676, -2.52735, 0.43712], [-2.12715, -3.88921, 0.94785], [-3.97750, -2.48791, 0.80122], [-1.62780, -1.17652, 1.13383], [-2.66512, -0.11104, 1.53571], [-3.62035, 0.23390, 0.54588], [-4.74331, 0.88327, 1.13363], [-4.64737, 2.38383, 1.28982], [-5.65819, 0.25121, 1.42925], [-1.10278, -1.86259, 2.86127], [-1.22076, -0.64257, 4.02212], [0.45187, -2.21292, 2.97281], [-0.42316, -0.77894, 0.18396], [0.34973, 0.33598, 0.91313], [1.53600, 1.04474, 0.22594], [2.49963, 1.56292, 1.35937], [3.13046, 2.93357, 0.99911], [3.76669, 2.96424, -0.41802], [2.95218, 3.71085, -1.39484], [0.37680, -2.12493, -0.00837], [1.89870, -2.08997, 0.15812], [2.41486, -3.54319, 0.40935], [3.53530, -3.51068, 1.44228], [4.62942, -3.34804, 1.08524], [3.16611, -3.71646, 2.72368], [3.93977, -2.96756, 3.67947], [3.46552, -1.50670, 3.85511], [-2.78296, 3.38034, -0.63122], [-1.87427, 4.59799, -1.51510], [-3.56393, 4.33535, -1.88195], [-1.16618, 3.06219, -2.99357], [-2.81141, 2.93889, -3.58365], [-1.75270, 1.48725, -0.30830], [-0.45349, 1.79842, -1.38122], [0.18245, -1.50196, -2.78550], [1.15470, -0.50107, -1.81891], [0.54674, 1.54575, -3.18802], [-1.54631, 0.62737, -4.51760], [-0.38572, -0.46340, -5.24579], [-0.18580, 1.26066, -5.42507], [1.76441, 0.40339, -4.89016], [-3.14604, -0.58863, -1.52302], [-3.23148, -1.24035, -3.45103], [-2.02266, -2.33380, -3.34704], [-3.26549, -0.56008, 2.35289], [-2.25701, 0.80134, 1.98002], [-4.59239, 2.79025, 0.27706], [-5.53209, 2.76961, 1.78463], [-3.71708, 2.62687, 1.81032], [-2.18017, -0.52876, 4.33598], [-0.81675, 0.22704, 3.67593], [0.67705, -3.12740, 2.71602], [0.72460, -0.01062, 1.88502], [-0.32624, 1.15395, 1.18451], [1.29085, 1.95512, -0.32186], [2.18174, 0.43800, -0.40348], [3.32191, 0.84721, 1.44519], [1.97592, 1.68617, 2.31334], [3.91603, 3.11327, 1.73715], [2.35950, 3.69909, 1.13009], [4.73377, 3.46867, -0.31285], [3.99660, 1.96889, -0.80563], [2.20726, 4.23320, -0.94614], [2.49357, 3.02248, -1.98642], [0.05620, -2.89924, 0.69612], [0.13765, -2.60918, -0.95824], [2.45085, -1.71854, -0.70517], [2.22406, -1.52015, 1.02999], [2.74929, -4.02142, -0.50744], [1.63119, -4.19104, 0.83479], [5.01283, -3.00322, 3.50241], [3.77994, -3.45600, 4.64052], [4.32903, -0.91823, 4.16950], [2.76457, -1.46784, 4.69224], [2.99503, -1.10373, 2.95898], [-3.42644, -4.80083, -0.45561]], "atomic_forces_ev_per_a": [[0.160, 0.252, -0.190], [0.059, 0.677, 0.235], [-0.038, -0.204, -0.152], [-0.400, 0.779, 0.522], [-0.267, 0.536, 0.105], [0.344, -0.730, 0.506], [0.665, 0.551, -1.533], [-0.407, -0.350, -0.301], [-0.273, -0.144, 0.217], [-0.272, 1.322, -2.492], [-0.398, -0.497, 0.780], [0.209, -0.547, 1.814], [0.139, -0.191, 0.936], [0.449, -0.010, -1.089], [-0.996, 0.584, -0.501], [0.491, 1.348, -0.266], [-1.665, -0.006, 0.717], [1.001, 0.237, -0.273], [1.530, 2.183, -0.441], [0.571, -0.628, -0.657], [-2.576, -2.172, 0.807], [0.172, -0.352, 0.525], [-0.167, -0.785, -1.344], [-0.736, -0.059, -0.326], [-0.351, -0.950, -0.863], [0.190, 0.437, -0.215], [1.151, 0.549, 1.362], [0.098, 0.554, -0.930], [0.209, -1.178, 0.122], [-0.042, 1.091, 0.628], [-0.253, -1.040, -0.134], [0.579, 0.030, 0.177], [0.483, -1.140, 0.297], [-0.714, -0.245, 0.924], [-2.205, -1.029, -0.836], [3.407, 0.932, -0.509], [-0.738, 0.760, 0.085], [0.158, 0.383, 1.267], [0.191, -0.749, 0.398], [0.114, -0.130, -0.102], [-0.119, -0.027, 0.093], [0.001, -0.155, -0.021], [-0.050, -0.230, 0.002], [-0.041, -0.375, 0.051], [-0.092, -0.423, -0.018], [0.144, -0.385, -0.128], [-0.185, 0.165, -0.154], [-0.160, 0.177, 0.009], [-0.484, -0.218, 0.691], [0.114, 0.079, 0.211], [0.000, -0.014, 0.217], [0.150, 0.055, 0.282], [0.239, -0.097, 0.159], [0.361, -0.009, 0.799], [0.118, 0.009, -0.129], [0.380, 0.251, -0.273], [0.216, -0.036, -0.081], [0.626, -0.226, -0.271], [0.052, 0.145, 0.126], [0.102, -0.090, 0.157], [-0.168, 0.262, 0.001], [0.171, 0.189, 0.267], [0.019, 0.111, 0.467], [0.364, 0.181, 0.111], [-0.001, -0.403, -0.256], [-0.133, -0.167, -0.107], [-0.575, -0.378, -0.212], [-0.467, -0.158, -0.166], [-0.178, -0.080, 0.408], [0.083, -0.261, -0.012], [-0.143, 0.195, 0.004], [0.209, 0.159, -0.212], [-0.103, -0.035, -0.156], [-0.143, 0.007, 0.075], [0.234, 0.159, 0.043], [0.047, 0.350, -0.279], [-0.155, 0.376, 0.066], [0.085, 0.359, -0.096], [-0.238, 0.177, 0.023], [-0.345, 0.310, -0.122], [0.233, 0.057, 0.076], [-0.100, 0.199, -0.222], [-0.162, -0.220, -0.565], [0.001, -0.278, -0.211], [-0.106, 0.183, -0.311], [-0.199, 0.125, -0.271], [0.208, 0.145, 0.005], [0.312, -0.227, 0.660]], "mulliken_charge": [-1.01, -0.05, -0.32, -3.08, 4.49, -0.42, 0.68, -1.92, -0.58, -1.76, -0.20, -0.43, 2.21, -0.82, -0.54, 0.11, -3.11, 0.06, 0.60, -0.94, -0.42, 0.09, -0.51, -0.06, 1.51, -1.20, -0.14, -0.98, -1.06, -0.60, -0.59, -2.08, 0.01, -0.74, 0.20, -0.49, -0.34, -0.53, -0.42, 0.06, 0.30, 0.31, 0.15, 0.65, 0.23, 0.80, 0.71, -0.67, -0.58, 0.20, 0.48, 0.60, 0.47, 0.66, 0.35, 0.22, 1.07, 0.47, 0.23, 0.41, 0.29, 0.36, 0.33, 0.37, 1.13, 0.41, 0.48, -0.04, 0.39, 0.38, 0.53, 0.41, 0.32, 0.31, 0.29, 0.31, 0.93, 0.39, 0.58, -0.62, 0.57, 0.38, 0.40, 0.35, 0.37, 0.26, -0.16, 0.59], "total_charge": 2, "largest_force_ha_per_bohr": 0.0694, "lumo_energy_ev": -11.7, "gap_ev": 1.5, "homo_energy_ev": -13.28, "total_energy_ha": -2726.50573}